Entry 1:
Computed, not measured: a single C4H7NO2 molecule in a non-equilibrium geometry, with ωB97M-V/def2-TZVPD.

The geometry in XYZ format:
```
14
Properties=species:S:1:pos:R:3:forces:R:3:lowdin_charge:R:1
O 0.44763 -0.52355 1.21713 1.64 2.76 -0.56 0.117
O -1.25461 -2.30897 -0.48292 1.69 0.26 -1.06 -0.103
N -0.61788 -0.04620 -1.01660 5.16 1.01 3.76 0.063
C 1.30713 1.20065 -0.09689 -1.88 0.69 -1.42 -0.108
C 0.30574 0.11011 0.04275 -2.87 -0.42 -3.58 -0.328
C -1.68191 -0.98233 -0.92081 1.36 -0.06 3.52 -0.300
C 1.75845 1.97343 0.89015 -0.42 -2.57 0.30 0.051
H 1.26631 1.50237 -1.15945 0.65 0.14 0.69 0.109
H -0.03611 -1.28252 1.32431 -2.39 -3.02 0.06 0.060
H 1.67408 1.61355 1.91653 -0.12 0.35 -0.17 0.073
H -0.29925 -2.39653 -0.78520 -1.78 0.00 0.22 0.110
H -2.22718 -0.95216 -1.82589 -0.71 -0.41 -0.78 0.097
H -2.18987 -0.63479 -0.00848 -1.18 -0.19 -0.69 0.121
H 2.33180 2.81458 0.68813 0.86 1.46 -0.28 0.038
```
Positions in Å, forces in eV/Å.

For the HOMO-LUMO gap, the calculation gives 9.647 eV. The calculation puts the energy above the lowest of the compared OMol25 structures with the same formula, charge and spin at 70.4 kcal/mol. As for the SMILES: C=C/C(O)=N/CO. Its molar mass is 101.10 g mol⁻¹. Its calculated total energy is -361.76861 Ha.

=====

Entry 2:
Computed, not measured: C15H30AlO4 as an isolated structure in a non-equilibrium geometry, with ωB97M-V/def2-TZVPD.

The geometry in XYZ format:
```
50
Properties=species:S:1:pos:R:3:forces:R:3:lowdin_charge:R:1
Al 0.14504 0.83038 -4.76453 -0.67 -0.17 -0.61 0.191
O -2.99825 -0.37784 1.80173 0.07 -0.20 0.19 -0.172
O 1.84934 -1.64206 2.08749 0.09 0.17 -0.06 -0.164
O 2.48368 2.65582 -4.39760 -0.15 -0.71 0.94 -0.203
O -0.88046 0.36887 -6.24706 0.21 0.52 0.84 -0.363
C 2.78967 -3.91017 1.98085 -0.09 -0.08 -0.05 -0.083
C 0.48379 -2.05937 4.09109 0.12 -0.02 0.09 -0.080
C 2.31713 2.30233 -3.06693 -0.20 -0.47 1.53 -0.336
C -5.40518 0.00957 1.48737 -0.02 0.00 -0.13 -0.084
C 1.07805 2.58934 -0.88253 1.90 -0.96 -2.13 -0.087
C -4.19927 0.06025 2.41118 0.01 0.02 -0.10 -0.291
C 2.97331 0.85236 -1.09864 -1.65 2.10 -1.37 -0.077
C -2.56724 0.35493 0.65928 0.06 0.13 -0.13 -0.263
C 0.57124 -2.02146 2.57430 -0.05 0.00 0.04 -0.269
C 1.29667 2.97245 -2.27533 1.01 -1.13 0.54 -0.047
C 2.01190 1.55390 -5.27770 -0.20 -0.23 -0.73 -0.256
C -2.30808 1.82412 0.94209 -0.06 0.07 0.13 -0.078
C 2.93615 -2.47363 2.45364 -0.07 -0.04 0.00 -0.284
C 1.91390 1.53119 -0.33817 0.26 0.22 -0.66 -0.108
C 3.15101 1.24954 -2.48880 -1.13 0.83 1.12 -0.023
H 1.16669 -2.79439 4.52155 -0.06 -0.06 0.00 0.061
H 3.67206 -4.49179 2.25673 -0.01 0.04 -0.01 0.073
H -1.55908 1.93380 1.73068 0.02 -0.02 -0.07 0.081
H 3.91270 0.78276 -3.15606 -0.72 0.37 0.74 0.108
H 2.03864 1.98038 -6.31931 0.15 -0.35 0.96 0.057
H 3.09722 -2.43070 3.53706 -0.01 -0.09 0.03 0.103
H 3.61570 0.06380 -0.65040 -0.72 0.72 -0.30 0.085
H -6.30589 0.32271 2.02082 0.04 -0.03 0.00 0.073
H 1.91667 -4.39797 2.41789 0.06 -0.02 0.06 0.063
H 0.26726 3.10367 -0.32666 0.82 -0.62 -0.20 0.076
H 0.26937 -2.98001 2.13984 0.00 -0.05 0.06 0.109
H 2.73297 0.69020 -5.22701 -0.24 0.85 -0.11 0.042
H -0.52888 -2.32034 4.40602 0.03 0.05 -0.05 0.075
H -3.20946 2.34453 1.27295 -0.02 0.01 -0.09 0.063
H -0.73869 1.92201 -3.95498 -0.13 0.27 -0.11 -0.085
H -3.28278 0.23256 -0.15983 -0.01 0.06 0.01 0.111
H -1.63735 -0.11074 0.32674 -0.09 -0.09 0.11 0.119
H -5.55426 -1.00530 1.11021 0.00 0.05 0.06 0.081
H -5.28489 0.66477 0.62364 -0.03 0.05 0.05 0.066
H 0.74355 -1.08481 4.51257 -0.06 -0.04 -0.04 0.081
H 0.68983 3.74962 -2.80299 0.58 -0.87 0.70 0.104
H -4.06811 1.06402 2.82972 -0.06 0.06 -0.05 0.103
H -1.74477 0.79888 -6.13247 0.56 -0.28 -0.12 -0.042
H -4.37578 -0.60633 3.25835 0.17 -0.05 -0.05 0.114
H 0.35803 -0.39574 -3.73743 0.09 -0.28 -0.06 -0.100
H 3.82576 -2.03828 1.99263 -0.16 0.12 -0.03 0.117
H 2.67410 -3.94371 0.89522 0.04 0.03 0.05 0.085
H -1.94408 2.32281 0.04256 0.00 -0.09 0.01 0.069
H 1.74541 1.23091 0.72062 0.19 0.16 -0.91 0.077
H -0.13430 -1.27787 2.19962 0.15 0.02 -0.09 0.110
```
Positions in Å, forces in eV/Å.

For the HOMO-LUMO gap, the calculation gives 7.008 eV. As for the total charge: -1. Its molar mass is 301.38 g mol⁻¹. Its calculated total energy is -1132.91858 Ha.